# 1
Molecular formula: C6H30N2O8
Method: DFT, ωB97M-V/def2-TZVPD

Atoms and positions in Å:
C: -0.40971 -2.24222 -2.15581
C: -0.78995 -0.74394 -2.16710
C: 0.07063 -0.08347 -1.09328
C: -0.12212 -0.27539 0.21933
N: 0.86937 0.04624 1.11429
C: 0.72464 -0.17225 2.52289
C: 0.33541 1.01391 3.41220
N: 0.97402 -2.62414 -2.21429
H: -0.90370 -2.59089 -1.23255
H: -0.98125 -2.79694 -2.91105
H: -1.87634 -0.68296 -2.17099
H: -0.31466 -0.28631 -3.03781
H: 0.84575 0.55720 -1.48934
H: -0.96986 -0.86791 0.53145
H: 1.78953 0.29132 0.77385
H: 0.18152 -1.09029 2.77285
H: 1.71246 -0.43417 2.94139
H: 0.21190 0.57405 4.39439
H: -0.73318 1.19412 3.25399
H: 0.92350 1.91515 3.33264
H: 1.14924 -3.31109 -2.92225
H: 1.44325 -2.78853 -1.34042
H: -3.51067 -2.67352 -2.18861
H: -3.87732 -1.27453 -1.59677
O: -4.10761 -1.92399 -2.26508
H: 2.70757 2.78565 1.10552
H: 4.17863 2.69669 1.42120
O: 3.36937 2.16193 1.43667
H: -2.55665 2.75279 -2.03950
H: -3.15445 3.27749 -0.81004
O: -2.70835 2.47761 -1.12226
H: 2.30179 -2.90958 2.40895
H: 1.33813 -4.06107 2.75798
O: 1.86555 -3.68709 2.04633
H: -2.97885 1.26000 2.07812
H: -2.41971 1.99618 3.31513
O: -2.90247 1.21398 3.03638
H: 0.10956 3.30731 -0.38707
H: 0.14000 2.15310 0.52360
O: 0.70945 2.88491 0.24292
H: 2.63269 -1.44948 -0.43828
H: 3.54825 -0.84074 -1.53851
O: 3.28774 -0.77281 -0.61699
H: -1.21873 1.42400 -3.30196
H: 0.03617 2.26133 -3.26617
O: -0.92053 2.33835 -3.33597

Results
maximum force = 2.6 eV/Å
HOMO energy = -7.49 eV
SMILES = CCN/C=C/CCN.O.O.O.O.O.O.O.O
lowest unoccupied orbital energy = 0.3 eV
E_tot = -957.95895 hartree
ΔE to the lowest compared entry with this formula, charge and spin = 60.0 kcal/mol
total charge = 0



# 2
Molecular formula: C50H48As2I2N5O9S2Zr
Method: DFT, ωB97M-V/def2-TZVPD

Atoms and positions in Å:
Zr: 0.23678 -1.10813 2.06615
N: 8.69124 -5.86240 5.38214
C: 7.79455 -5.30347 4.92758
C: 6.66425 -4.59218 4.35039
C: 6.79142 -3.99145 3.10142
C: 5.72038 -3.29674 2.56254
C: 4.52833 -3.18931 3.27186
C: 4.40419 -3.79619 4.51729
C: 5.46824 -4.50289 5.05404
C: 3.38561 -2.40679 2.71857
C: 3.03712 -1.22926 3.39252
C: 3.70082 -0.67787 4.49689
C: 3.14755 0.57108 4.74080
C: 2.16766 0.75493 3.77218
N: 2.05510 -0.31836 2.95872
C: 2.77807 -2.92457 1.56651
C: 3.16408 -4.06604 0.84662
C: 2.24610 -4.23851 -0.17964
C: 1.31682 -3.20727 -0.04201
N: 1.62084 -2.40766 0.99092
H: 7.72707 -4.06569 2.56250
H: 5.81656 -2.81675 1.59535
H: 3.46033 -3.73237 5.04905
H: 5.37576 -4.98345 6.02002
H: 4.51494 -1.14457 5.03487
H: 3.42463 1.27950 5.50793
H: 1.61368 1.65583 3.58322
H: 4.01692 -4.69038 1.06659
H: 2.23430 -5.01981 -0.92694
H: 0.45472 -3.00795 -0.66301
S: 1.33926 0.23926 -0.38992
C: 0.66957 0.10856 -1.90909
N: 1.40203 -0.24548 -2.96760
C: 0.81143 -0.17013 -4.31427
C: -0.55002 -0.77812 -4.23978
N: -1.35426 0.00055 -3.28702
C: -2.71074 0.33415 -3.74224
C: -2.70211 1.33087 -4.88044
C: -1.89276 2.46647 -4.83630
C: -1.90890 3.37846 -5.88378
C: -2.73807 3.16890 -6.98225
C: -3.54528 2.04193 -7.02923
C: -3.52192 1.12468 -5.98348
C: -0.80703 0.50576 -2.18139
S: -1.55532 1.55371 -1.14951
C: 2.84517 -0.59838 -2.84297
C: 3.31504 -1.54251 -3.91406
C: 4.02208 -1.07726 -5.01703
C: 4.40221 -1.94954 -6.03150
C: 4.07295 -3.29654 -5.94717
C: 3.37359 -3.77043 -4.84167
C: 2.99838 -2.89481 -3.83038
H: 1.44289 -0.71591 -5.00830
H: 0.74940 0.86939 -4.64296
H: -0.48580 -1.82163 -3.92341
H: -1.04091 -0.73635 -5.20969
H: -3.26049 0.71846 -2.88901
H: -3.18222 -0.59642 -4.06254
H: -1.26226 2.64813 -3.96984
H: -1.27713 4.25840 -5.84266
H: -2.75585 3.88437 -7.79538
H: -4.19066 1.87021 -7.88229
H: -4.15419 0.24159 -6.02607
H: 2.95941 -1.03668 -1.85962
H: 3.43051 0.32289 -2.85775
H: 4.28117 -0.02417 -5.08315
H: 4.95325 -1.57684 -6.88717
H: 4.36719 -3.97806 -6.73747
H: 3.12615 -4.82337 -4.76703
H: 2.46123 -3.26107 -2.96157
I: 0.21719 -3.38464 3.91786
O: -1.46179 -0.98774 0.87052
C: -1.50639 -2.20014 1.13146
I: -3.86834 -2.33803 -0.84722
C: -2.56803 -3.09456 0.66350
H: -3.18214 -3.35293 1.52753
H: -2.13491 -4.01352 0.28068
C: -2.82047 -1.41820 5.42852
O: -3.15404 -0.40398 4.41773
C: -2.24954 -0.05217 3.58279
O: -1.08404 -0.49523 3.67390
C: -2.53259 1.05708 2.61605
C: -3.73945 1.46412 2.25059
As: -4.19090 3.25417 1.57928
C: -4.88077 2.69932 -0.16055
C: -2.41209 3.93440 1.01190
C: -1.21714 3.36345 1.10819
As: -0.76222 1.82418 2.20084
C: -0.70114 2.75986 3.91795
C: 0.15633 3.88996 0.70483
O: 1.05172 3.64315 1.47794
O: 0.43644 4.54224 -0.41565
C: -0.45091 4.69153 -1.55129
C: -2.65737 5.29018 0.38476
O: -3.38242 5.40689 -0.56320
O: -2.09891 6.37479 0.93597
C: -1.43959 6.32191 2.22535
C: -4.94679 0.54663 2.42112
O: -4.91417 -0.63960 2.24566
O: -6.05374 1.24294 2.68232
C: -7.27185 0.46492 2.77699
H: -3.52964 -1.25574 6.23069
H: -1.79694 -1.30113 5.75893
H: -2.94832 -2.39570 4.97834
H: -5.85133 2.23994 0.02141
H: -4.20688 1.99386 -0.64135
H: -4.99697 3.58881 -0.77120
H: -1.64393 3.27994 4.04893
H: 0.12232 3.46856 3.90786
H: -0.55516 2.04557 4.72587
H: -0.92694 5.66173 -1.51148
H: -1.18481 3.89573 -1.59098
H: 0.19190 4.64196 -2.42199
H: -0.47856 5.82406 2.16588
H: -2.07075 5.83630 2.96430
H: -1.28706 7.35646 2.50485
H: -8.08085 1.17878 2.67856
H: -7.31210 -0.02401 3.74592
H: -7.30893 -0.28038 1.99099

Results
maximum force = 1.7 eV/Å
HOMO energy = -10.12 eV
lowest unoccupied orbital energy = -3.5 eV
E_tot = -8795.28914 hartree
ΔE to the lowest compared entry with this formula, charge and spin = 2.5 kcal/mol
total charge = +1



# 3
Molecular formula: C20H25ErN4O2P2S
Method: DFT, ωB97M-V/def2-TZVPD

Atoms and positions in Å:
Er: -1.08727 1.19545 0.05538
N: 6.67981 0.04830 -2.89172
C: 5.43462 0.23529 -2.42707
C: 4.81381 -0.74463 -1.62053
C: 3.54538 -0.55375 -1.14422
C: 2.86427 0.62847 -1.45404
C: 3.45920 1.61410 -2.25783
C: 4.72492 1.41990 -2.73578
S: 1.28961 0.89020 -0.89270
O: 0.89420 -0.04858 0.19546
O: 1.08094 2.26892 -0.37368
N: 0.02184 0.67190 -1.86150
C: -0.44493 1.77357 -2.59083
N: -1.55634 2.29183 -2.02492
C: -2.13314 3.33029 -2.65812
C: -1.59963 3.81824 -3.82855
C: -0.43413 3.21741 -4.29958
N: 0.15438 2.19210 -3.68531
H: 7.20718 -0.77484 -2.66080
H: 7.13909 0.74869 -3.44637
H: 5.35264 -1.64966 -1.37400
H: 3.08004 -1.30423 -0.51910
H: 2.92639 2.52569 -2.49397
H: 5.19378 2.17765 -3.34891
H: -3.02532 3.75033 -2.21226
H: -2.05832 4.64194 -4.35383
H: 0.03868 3.57011 -5.20861
C: -1.60761 1.60540 4.17985
P: -2.09945 0.64405 2.71952
C: -3.90564 0.48926 2.92161
C: -1.41669 -1.03422 2.94398
C: -0.92062 -1.41820 4.18803
C: -0.40834 -2.69114 4.38873
C: -0.38597 -3.60117 3.34519
C: -0.86825 -3.23218 2.09909
C: -1.38209 -1.95719 1.87867
P: -1.98616 -1.50821 0.22057
C: -3.67724 -2.17109 0.10008
C: -1.05825 -2.53155 -0.95676
H: -0.52301 1.65464 4.27006
H: -2.02790 1.18458 5.09333
H: -1.99138 2.61949 4.06557
H: -4.13756 -0.14448 3.77780
H: -4.37153 0.07230 2.03181
H: -4.32874 1.48044 3.09102
H: -0.92783 -0.72696 5.01911
H: -0.02918 -2.96974 5.36235
H: 0.00712 -4.59719 3.49666
H: -0.83704 -3.95272 1.29240
H: -3.66084 -3.23802 0.32671
H: -4.05102 -2.03486 -0.91518
H: -4.35791 -1.68265 0.79246
H: -1.35788 -3.57745 -0.88790
H: 0.00907 -2.44030 -0.76454
H: -1.25976 -2.17555 -1.96682

Results
maximum force = 0.9 eV/Å
HOMO energy (alpha / beta) = -13.31 / -13.31 eV
2S+1 = 4
lowest unoccupied orbital energy (alpha / beta) = -6.2 / -6.1 eV
E_tot = -3242.14163 hartree
ΔE to the lowest compared entry with this formula, charge and spin = 0.0 kcal/mol
⟨S²⟩ = 3.753
total charge = +2